55
Properties=species:S:1:pos:R:3:forces:R:3 method="wB97M-V/def2-TZVPD" max_force_ha_per_bohr=0.04046 total_energy_ha=-7960.4558 charge=+1 homo_lumo_gap_ev=8.024 lumo_energy_ev=-2.49
H -0.257 0.867 -3.705 0.0625 -0.0826 -0.1162
C -2.671 -2.051 -0.094 0.3927 0.2937 0.0270
H -2.331 -0.303 2.505 -0.0182 -0.3782 0.1992
N 1.045 0.827 2.030 0.2799 1.4156 0.1388
Cl 3.722 1.465 -5.951 0.1040 0.6346 -0.5987
C -3.670 -0.902 -1.988 0.0307 -0.0499 0.2092
H 3.442 -0.822 -4.462 0.0584 -0.3199 -0.3400
H 0.246 1.205 2.562 0.4803 -0.5426 -0.1156
C -1.585 -4.129 1.835 0.5984 0.8304 0.2557
Cl 2.043 3.648 -1.381 0.1349 -0.7502 0.7008
C -1.137 0.293 -3.414 -0.0920 0.6521 0.6651
C 2.924 2.361 -3.478 0.0491 0.4591 -0.6051
C 3.231 0.035 2.956 0.4959 0.5637 1.3113
N 2.218 0.963 2.816 0.5644 0.0405 0.1033
C -4.958 -2.520 -0.737 0.0114 0.2410 -0.6208
H -1.475 -1.388 3.649 -0.3073 -0.0468 -0.0239
H 1.700 3.965 2.663 0.2187 -0.1222 -0.1750
H 0.761 3.110 3.868 0.4151 -0.0574 0.1133
As -1.241 -2.228 1.293 -0.6552 -0.9206 -0.5321
C 3.273 1.309 -4.310 -0.1370 -0.4684 0.2849
C -2.146 -1.354 2.784 0.3302 0.5716 -0.2951
H -5.887 -3.069 -0.591 0.2053 0.1330 0.0718
S 3.369 -1.621 2.717 -0.3390 -0.3277 -0.4223
H -2.453 -4.200 2.509 0.3264 -0.0114 -0.3929
H -3.088 -1.861 2.962 -0.0585 0.0561 0.1937
C 2.646 2.140 3.402 0.6525 0.4194 0.7017
H -3.961 -3.485 0.903 0.0593 0.1893 -0.3295
C -2.553 -1.134 -1.160 -0.2247 -0.1358 0.1566
C -3.856 -2.773 0.080 -0.3232 0.3498 -0.0123
N 3.846 1.991 3.927 -1.7919 0.8871 -0.5743
H -5.743 -1.280 -2.358 -0.0666 -0.2682 -0.0694
C -1.539 1.637 -0.774 0.5188 -0.0031 0.3449
O 2.597 0.688 -0.277 -0.4420 0.1987 -0.1852
H -2.425 1.996 -1.308 0.1560 -0.2285 0.0758
C -4.881 -1.566 -1.773 0.8172 -0.1320 0.8736
C 2.591 2.174 -2.152 0.1430 -0.4022 -0.8337
C 3.226 0.019 -3.840 -0.2525 0.0706 1.6912
Cl 2.771 -1.807 -1.962 0.0778 -0.6876 0.6327
H 2.289 3.946 4.335 -0.3858 -0.0447 -0.2249
H -1.217 -0.600 -4.032 -0.0013 0.0003 0.1776
As -0.876 -0.118 -1.461 -1.0843 0.4021 -0.5652
H -1.698 -4.717 0.930 -0.1358 -0.1195 0.0203
N 4.171 0.732 3.636 0.4446 -1.1917 -0.5503
H -0.722 2.366 -0.900 -0.2747 -0.1445 -0.0115
H -0.677 -4.448 2.361 -0.3431 -0.0959 -0.0465
C 2.933 -0.176 -2.485 -0.1847 1.2424 -0.9283
C 1.790 3.351 3.558 0.1680 0.1439 0.2934
H 2.899 3.376 -3.858 0.0377 -0.1435 -0.1329
H -3.612 -0.158 -2.792 -0.0239 -0.3867 0.3532
H 5.088 0.356 3.910 -0.7875 0.2142 -0.2108
Ca 1.744 -1.009 0.642 -0.7861 -1.2503 -0.8775
H -1.769 1.573 0.309 0.0554 -0.0872 -0.5622
H 1.204 1.489 1.233 -0.1901 -0.6070 0.3482
H -2.017 0.962 -3.558 0.5900 -0.6149 0.1606
C 2.673 0.878 -1.573 0.4267 0.6123 0.2483